# 1
Formula: C10H16
Source: the OMol25 dataset
Level of theory: ωB97M-V with the def2-TZVPD basis set

Its HOMO energy is -9.0 eV. For the energy above the lowest of the compared OMol25 structures with the same formula, charge and spin, the calculation gives 87.58 kJ/mol. The spin multiplicity is 1. The HOMO-LUMO gap comes out at 10.04 eV. The SMILES is Cc1ccccc1.CCC. The molar mass comes out at 136.24 g mol⁻¹.

Structure (XYZ):
```
26
Properties=species:S:1:pos:R:3:forces:R:3:mulliken_charge:R:1
C -3.450205 1.045760 0.321187 -0.783 -1.004 -1.750 -1.404
C -2.208536 0.432907 0.892364 -0.068 0.809 0.109 0.786
C -1.354626 1.266834 1.606170 0.855 -0.347 1.491 -0.400
C -0.344723 0.710874 2.414733 0.034 -0.711 -0.854 -0.512
C -0.009016 -0.627197 2.250452 -0.660 -0.059 0.058 -0.453
C -0.802068 -1.430264 1.424178 1.094 -0.344 0.525 -0.432
C -1.889525 -0.915231 0.776005 -0.780 0.123 0.114 -0.464
H -4.123249 1.563252 0.992724 0.505 0.551 0.376 0.346
H -4.138344 0.303867 -0.119178 0.450 -0.291 0.245 0.358
H -3.201077 1.624152 -0.575373 -0.040 0.531 0.415 0.291
H -1.457617 2.341153 1.681547 -0.617 0.019 -0.138 0.388
H 0.189709 1.218545 3.203318 0.044 0.697 -0.324 0.371
H 0.803440 -1.034137 2.837036 -0.030 -0.192 -0.049 0.404
H -0.604782 -2.493575 1.347259 0.126 0.050 -0.037 0.394
H -2.553210 -1.606948 0.273688 -0.091 0.166 -0.217 0.325
C 2.446364 -1.474905 -1.519862 0.057 -1.407 -0.710 -1.116
C 2.755746 0.003039 -1.495053 0.267 0.304 0.938 -0.135
C 1.724568 0.879029 -2.230987 1.055 0.946 0.857 -1.018
H 2.078890 -1.822480 -2.497984 -0.495 0.363 0.254 0.354
H 1.768079 -1.765469 -0.713262 -0.399 0.217 -0.350 0.130
H 3.258374 -2.196361 -1.401232 0.652 0.590 0.335 0.344
H 2.805604 0.249333 -0.425122 -0.093 0.309 -0.213 0.218
H 3.745779 0.274984 -1.866447 0.041 -0.469 -0.148 0.364
H 2.289865 1.495876 -2.930946 -0.384 -0.416 -0.727 0.296
H 0.938429 0.282811 -2.658724 -0.320 0.074 -0.396 0.340
H 1.332137 1.674162 -1.586503 -0.419 -0.510 0.195 0.228
```
Forces are in eV/Å.


# 2
Formula: H32O16
Source: the OMol25 dataset
Level of theory: ωB97M-V with the def2-TZVPD basis set

Its HOMO energy is -10.8 eV. For the energy above the lowest of the compared OMol25 structures with the same formula, charge and spin, the calculation gives 628.70 kJ/mol. The spin multiplicity is 1. The HOMO-LUMO gap comes out at 10.65 eV. The molar mass comes out at 288.24 g mol⁻¹.

Structure (XYZ):
```
48
Properties=species:S:1:pos:R:3:forces:R:3:mulliken_charge:R:1
O 2.318665 0.425072 -0.840817 -1.217 -0.122 0.539 -0.580
H 1.458762 0.120728 -1.160461 0.201 0.385 -1.247 0.239
H 2.120423 0.098558 0.049260 1.184 0.139 0.411 0.350
O 0.279804 -5.726341 1.651876 0.558 -0.524 1.896 -0.636
H 0.766224 -5.099533 1.138480 -0.274 0.211 -0.978 0.326
H -0.504766 -6.104696 1.280319 -0.272 0.282 -0.923 0.314
O -0.637682 0.184832 -4.064905 -0.094 -0.665 0.244 -0.670
H 0.245130 -0.076140 -4.357757 0.502 0.270 -0.045 0.326
H -1.110389 -0.644540 -4.210451 -0.261 0.182 -0.143 0.330
O -3.727615 -0.218448 1.208874 -0.026 -0.585 -0.558 -0.603
H -3.439895 -1.123410 1.072040 0.327 -0.469 0.675 0.314
H -4.137920 -0.104072 0.342609 -0.298 0.886 0.107 0.310
O 2.566948 -2.077642 -3.084378 0.187 -0.598 0.403 -0.642
H 3.470092 -1.810740 -2.878200 -0.030 0.112 -0.059 0.336
H 2.461211 -2.920418 -2.626877 -0.040 0.023 0.091 0.304
O -0.688676 -0.028320 0.495271 0.228 -0.387 0.669 -0.683
H -0.451149 0.784407 0.072591 0.439 0.641 -0.643 0.188
H -1.560194 -0.235309 0.102963 0.190 -0.096 0.070 0.411
O 2.294079 -0.749908 -5.213579 -0.799 -0.397 -0.473 -0.595
H 3.040131 -0.194883 -5.331070 0.904 1.226 -0.355 0.293
H 2.711363 -1.580610 -4.971008 -0.465 -0.286 0.294 0.310
O 1.479506 -2.086550 -0.042770 0.705 -0.811 -0.228 -0.314
H 0.753525 -1.513850 -0.270629 -0.870 0.066 0.375 0.111
H 1.208397 -2.685841 0.656841 -0.371 0.346 0.257 0.186
O -0.970918 3.088947 1.220844 0.701 -1.217 0.225 -0.556
H -0.858614 2.141957 1.059694 -0.882 -0.063 -0.329 0.283
H -0.373470 3.089497 1.978281 0.210 1.198 0.217 0.342
O 1.179247 4.594804 1.734666 -0.816 -0.646 1.119 -0.583
H 1.814347 4.422223 1.054943 0.552 0.601 -0.490 0.295
H 1.098952 5.505390 2.015920 0.545 0.195 -0.456 0.292
O -2.188451 -0.821362 -1.415210 -0.133 -0.177 -0.543 -0.622
H -2.897121 -0.277784 -1.770530 -0.243 0.180 -0.099 0.321
H -1.442747 -0.650680 -2.012806 -0.099 0.053 0.017 0.293
O -0.654555 1.669109 5.033850 0.093 1.170 1.252 -0.628
H -0.086224 1.094083 4.545832 -0.243 -0.650 -0.754 0.294
H -1.573231 1.681685 4.766078 0.116 -0.519 -0.559 0.326
O -3.537996 3.821152 1.432746 0.104 0.154 0.765 -0.668
H -2.567533 3.927054 1.440667 -0.398 -0.341 -0.086 0.365
H -3.795280 3.916477 0.526486 -0.056 0.439 -0.664 0.275
O 4.223510 -1.805512 -0.185967 0.635 -0.064 -0.895 -0.614
H 3.716215 -1.756064 -1.006191 0.220 0.485 0.129 0.252
H 3.533734 -2.166869 0.348793 -0.549 -0.294 1.066 0.345
O 2.147373 -1.998233 2.946317 0.111 -0.700 -0.914 -0.567
H 2.053981 -1.046064 2.924988 -0.062 0.028 0.584 0.294
H 2.063374 -2.380398 3.820644 -0.073 0.552 0.248 0.285
O -4.030075 1.774332 -0.662042 -1.233 -0.694 -1.689 -0.620
H -4.718824 2.334134 -0.305008 -0.040 0.004 0.288 0.279
H -3.240297 1.960398 -0.199921 1.133 0.476 1.192 0.392
```
Forces are in eV/Å.


# 3
Formula: C2H4FN
Source: the OMol25 dataset
Level of theory: ωB97M-V with the def2-TZVPD basis set

Its HOMO energy is -10.0 eV. For the energy above the lowest of the compared OMol25 structures with the same formula, charge and spin, the calculation gives 224.36 kJ/mol. The spin multiplicity is 1. The HOMO-LUMO gap comes out at 11.21 eV. The molar mass comes out at 61.06 g mol⁻¹.

Structure (XYZ):
```
8
Properties=species:S:1:pos:R:3:forces:R:3:mulliken_charge:R:1
C 0.854833 -1.500125 0.883411 -4.606 0.674 1.367 0.136
C 0.260991 0.296683 -0.519380 -4.112 -1.474 -0.738 -0.553
N 1.090798 -0.680810 0.000719 1.642 -2.259 0.887 -0.281
F 1.650309 -2.481713 1.276880 -0.302 0.504 0.007 -0.180
H -0.540160 -1.450676 1.564905 4.093 -0.481 -1.694 0.166
H 0.222269 0.123399 -1.618151 -0.258 0.316 0.678 0.213
H 0.754317 1.170035 -0.347410 0.867 2.917 0.311 0.242
H -0.885749 0.335412 -0.083906 2.675 -0.196 -0.818 0.256
```
Forces are in eV/Å.


# 4
Formula: C44H29FeN8S3Sb
Source: the OMol25 dataset
Level of theory: ωB97M-V with the def2-TZVPD basis set

Its HOMO energy is -6.9 eV. The spin multiplicity is 1. The HOMO-LUMO gap comes out at 5.74 eV. The molar mass comes out at 943.58 g mol⁻¹.

Structure (XYZ):
```
86
Properties=species:S:1:pos:R:3:forces:R:3:mulliken_charge:R:1
Fe 0.224653 -0.546307 1.234891 -0.123 0.158 0.547 0.026
C 3.462954 -3.173806 2.280883 -0.056 -0.050 -0.033 -0.511
C 2.266035 -2.717667 1.742645 0.054 0.032 0.039 -0.320
N 1.853862 -1.479518 1.976995 -0.061 0.075 -0.094 0.675
C 2.622821 -0.696006 2.756713 0.008 -0.063 -0.003 0.223
C 3.818769 -1.174528 3.269266 -0.063 0.012 0.003 -0.168
N 4.243466 -2.409487 3.033350 0.044 -0.004 0.028 -0.640
C 2.086374 0.661751 2.979724 -0.105 0.074 0.037 0.159
C 2.613762 1.654971 3.788111 -0.010 -0.013 -0.035 -0.753
C 1.944572 2.873735 3.878780 0.014 0.004 0.022 0.503
C 0.769428 3.060048 3.155330 -0.036 -0.037 -0.047 -0.954
C 0.293455 2.024168 2.367407 0.188 -0.015 0.122 0.154
N 0.953974 0.868640 2.307853 -0.061 -0.108 -0.223 0.696
C -0.918787 2.030064 1.529847 -0.149 0.045 -0.121 0.094
C -1.765506 3.119117 1.385374 0.040 -0.083 0.038 -0.315
N -2.845086 3.081513 0.613436 -0.028 0.057 -0.016 -0.653
C -3.085145 1.939897 -0.015452 -0.026 -0.065 -0.034 -0.879
C -2.254017 0.832858 0.108985 -0.034 0.005 0.120 -0.780
N -1.170707 0.880051 0.873626 0.215 0.030 0.058 0.918
C 2.471849 3.956309 4.740857 0.045 0.024 0.027 0.204
C 1.620632 4.753188 5.498208 0.031 -0.016 -0.003 -0.513
C 2.166911 5.746897 6.295698 -0.047 0.000 0.000 -0.397
N 3.470149 5.993121 6.379312 0.029 0.029 0.018 -0.610
C 4.279573 5.231248 5.650205 0.016 -0.028 -0.022 -0.387
C 3.837284 4.208546 4.825593 -0.046 0.031 -0.004 -0.518
H 3.794442 -4.186541 2.089895 0.016 -0.004 0.003 0.414
H 1.627024 -3.328476 1.117721 -0.014 -0.006 0.008 0.521
H 4.453261 -0.545212 3.881004 0.008 -0.005 0.016 0.384
H 3.514221 1.485297 4.360886 0.007 0.001 0.012 0.692
H 0.252010 4.007703 3.199269 -0.002 0.005 0.008 0.667
H -1.568991 4.048462 1.904964 -0.002 0.015 -0.003 0.446
H -3.964176 1.889311 -0.646499 -0.006 0.008 0.011 0.465
H -2.454737 -0.103739 -0.395840 -0.010 -0.006 0.028 0.940
H 0.551121 4.589570 5.494916 -0.008 -0.007 0.001 0.495
H 1.521321 6.372846 6.901141 -0.001 0.000 0.003 0.369
H 5.338829 5.449526 5.723724 0.003 0.004 0.002 0.367
H 4.547966 3.641972 4.238396 0.001 -0.013 0.003 0.489
S -1.060714 -1.169181 3.049395 -0.045 -0.070 -0.049 -0.587
C -2.343319 -2.058481 2.271058 0.107 -0.059 -0.067 0.721
C -3.521586 -2.339213 2.965588 -0.032 -0.028 -0.067 -0.901
C -4.556832 -3.056922 2.381221 0.106 0.049 0.010 0.553
C -5.752871 -3.306376 3.130807 -0.093 -0.043 -0.022 -0.237
N -6.713038 -3.503862 3.730751 0.004 0.016 0.032 -0.553
C -4.421434 -3.521538 1.066461 0.083 0.008 0.006 0.262
C -3.245126 -3.261177 0.373668 -0.051 0.028 0.032 -0.473
C -2.206215 -2.538698 0.946720 -0.031 0.103 0.013 -0.400
S -0.735373 -2.245804 0.031039 0.182 0.021 0.026 -0.341
C -5.467345 -4.242790 0.408077 -0.134 0.012 -0.003 -0.197
N -6.302287 -4.798971 -0.154089 0.023 -0.027 -0.033 -0.576
H -3.634211 -1.983529 3.980692 0.011 0.007 0.011 0.546
H -3.142322 -3.631654 -0.636721 0.027 -0.057 -0.011 0.734
S 1.500975 0.160256 -0.572592 -0.518 0.462 -0.181 -0.673
Sb 0.136995 -0.177577 -2.427777 1.099 -1.186 -0.671 1.762
C 1.122260 1.054141 -3.850226 -0.183 0.345 0.029 0.954
C 2.514184 1.014000 -3.803518 0.010 -0.053 0.033 -0.592
C 3.267512 1.798214 -4.661340 0.012 -0.001 -0.036 -0.756
C 2.639944 2.636698 -5.572683 -0.010 -0.001 0.004 -0.464
C 1.256388 2.681984 -5.625856 0.017 -0.013 -0.014 -0.710
C 0.500154 1.895518 -4.765669 -0.005 -0.062 -0.064 -0.277
C 0.915030 -2.019068 -3.145397 -0.137 -0.107 -0.116 0.886
C 0.311619 -2.656705 -4.225867 0.001 0.042 -0.033 -0.738
C 0.843785 -3.833017 -4.733576 0.007 -0.011 -0.019 -0.702
C 1.988831 -4.377551 -4.170126 -0.014 0.034 0.005 -0.523
C 2.599284 -3.739148 -3.100624 0.021 -0.012 -0.015 -0.696
C 2.064070 -2.565495 -2.588666 -0.028 0.020 0.088 -0.590
C -1.875530 -0.433509 -3.064069 -0.413 0.520 0.763 0.579
C -2.632669 0.615368 -3.578419 0.102 0.119 0.031 -0.496
C -3.989857 0.445830 -3.817015 -0.016 -0.028 -0.076 -0.898
C -4.602878 -0.760610 -3.517808 0.004 0.006 0.036 -0.620
C -3.856848 -1.799991 -2.978144 0.016 0.003 -0.096 -0.881
C -2.499817 -1.635462 -2.743348 0.058 -0.164 -0.256 -0.675
H 3.016567 0.365278 -3.095852 0.002 0.019 0.023 0.277
H 4.347945 1.753670 -4.618464 0.004 -0.003 0.001 0.391
H 3.229309 3.250877 -6.240812 0.002 0.000 -0.002 0.378
H 0.759827 3.327731 -6.338208 -0.006 0.007 0.000 0.399
H -0.575918 1.939481 -4.841181 -0.008 0.007 -0.009 0.161
H -0.577766 -2.241230 -4.685395 -0.008 -0.003 0.006 0.393
H 0.363318 -4.321795 -5.571308 0.001 -0.005 -0.002 0.410
H 2.405043 -5.294550 -4.566021 0.001 -0.009 0.001 0.389
H 3.497390 -4.155154 -2.662058 0.000 -0.009 0.010 0.414
H 2.536575 -2.075326 -1.745646 -0.005 0.001 0.018 0.332
H -2.187928 1.578572 -3.784458 -0.003 0.023 0.059 0.354
H -4.567118 1.262905 -4.229107 0.004 0.015 -0.002 0.418
H -5.662173 -0.890275 -3.695689 -0.008 0.002 0.017 0.416
H -4.336275 -2.738930 -2.732900 0.010 -0.014 -0.003 0.447
H -1.923118 -2.446461 -2.322064 0.005 0.009 0.077 0.880
```
Forces are in eV/Å.


It is found that the lowest unoccupied orbital energy values, taken in the order of the records, are 0.03734, -0.00541, 0.04321, -0.04320 hartree.